(A)
Density functional theory data (wB97M-V/def2-TZVPD) for the molecule C3H6N4S.

Properties
SMILES: [H]/N=C1\NSC/C(=N\[H])N1
E_LUMO in eV: 0.46
HOMO in eV: -8.80

The geometry in ORCA input format:
```
! RIJCOSX wB97M-V def2-TZVPD def2/J DEFGRID3
* xyz 0 1
C 0.8615 -0.2706 -0.7686
C 0.4894 -1.5443 0.1280
C -0.7957 1.2193 0.2436
H 2.0050 -1.3299 -1.6950
H 0.4164 -2.4557 -0.6316
H 1.1641 -1.6732 0.9135
H -1.0711 0.2818 2.0442
H -1.4433 2.4958 1.3504
H 0.0293 1.4474 -1.5560
N 1.7225 -0.2815 -1.6690
N -1.3563 0.2781 1.1185
N -0.8147 2.4542 0.5150
N -0.1310 0.7341 -0.7715
S -1.0762 -1.3556 0.7784
*
```

(B)
Density functional theory data (wB97M-V/def2-TZVPD) for the molecule C3H6N4S.

Properties
SMILES: [H]/N=c1/c(=S)[nH][nH]n1C
E_LUMO in eV: 0.57
HOMO in eV: -8.36

The geometry in ORCA input format:
```
! RIJCOSX wB97M-V def2-TZVPD def2/J DEFGRID3
* xyz 0 1
C 0.8101 -0.6564 -0.0305
C -0.1162 -1.5767 1.1272
C 0.1831 1.6738 -0.9433
N 1.9305 -1.1111 -0.4171
N -1.2813 -0.9099 1.1045
N -1.3092 0.2958 0.4009
N 0.0426 0.4728 -0.2028
S 0.4940 -2.7572 1.9349
H 0.1333 2.7135 -0.2695
H 1.1667 1.8077 -1.4542
H -0.5927 1.6138 -1.6902
H 2.5549 -0.5467 -0.8623
H -2.0387 -1.1486 1.7311
H -1.9772 0.1293 -0.4286
*
```

The winner here is (A), beating the second structure by 1.935 eV.

(A)
Density functional theory data (wB97M-V/def2-TZVPD) for a structure of composition C7H14N3OZn.

Properties
E_LUMO (alpha / beta) in eV: 3.08 / 2.69
HOMO (alpha / beta) in eV: -2.02 / -0.43

The geometry in ORCA input format:
```
! RIJCOSX wB97M-V def2-TZVPD def2/J DEFGRID3
* xyz -1 1
C -2.1778 -1.8182 -2.7211
Zn -0.5802 -0.7676 -2.4065
N 0.8189 0.4486 -3.1840
H -4.3755 -0.5104 -0.4003
H -4.3234 -1.1798 -0.0531
H -2.7622 -1.8131 -1.8001
H -1.9166 -2.8507 -3.0121
H -2.7635 -1.3628 -3.5438
H 1.7575 0.2001 -2.8721
H 0.6147 1.4008 -2.8848
H 0.7827 0.4007 -4.1998
N 1.5574 1.8972 3.9360
C 2.0576 0.9142 3.1392
O 3.1597 0.4099 3.3460
C 1.2350 0.4856 1.9717
C 0.0051 1.0579 1.5890
C -0.5887 0.6337 0.3921
N 0.0246 -0.2499 -0.4406
C 1.0811 -0.9630 0.0434
C 1.7227 -0.5927 1.2142
H 2.1134 2.1538 4.7381
H 0.5942 2.1929 3.9100
H -0.5090 1.8330 2.1749
H -1.5605 1.0400 0.0792
H 1.4138 -1.8286 -0.5368
H 2.6190 -1.1318 1.5213
*
```

(B)
Density functional theory data (wB97M-V/def2-TZVPD) for a structure of composition C7H14N3OZn.

Properties
E_LUMO (alpha / beta) in eV: 2.87 / 2.69
HOMO (alpha / beta) in eV: -1.79 / -1.58

The geometry in ORCA input format:
```
! RIJCOSX wB97M-V def2-TZVPD def2/J DEFGRID3
* xyz -1 1
C 0.9403 0.6455 2.4956
Zn 0.1934 -0.7508 -1.7407
N -0.7472 -2.7167 -1.6840
H 2.1488 0.7307 3.9175
H 1.9432 0.3952 2.9903
H 0.3943 1.5680 2.7451
H 1.2530 0.5608 1.4369
H 0.3591 -0.2176 2.7568
H -1.0333 -3.1226 -2.6193
H -1.5944 -2.7141 -1.0830
H -0.0538 -3.3728 -1.2989
N -5.3448 3.2042 -2.0748
C -4.5064 2.8933 -3.1390
O -4.7812 3.1696 -4.2949
C -3.3424 2.0487 -2.8358
C -3.3120 1.4145 -1.5984
C -2.2782 0.5377 -1.3043
N -1.2895 0.3231 -2.2046
C -1.2866 0.9540 -3.4025
C -2.3058 1.8072 -3.7542
H -6.0727 3.8909 -2.2787
H -4.9684 3.2043 -1.1251
H -4.0765 1.5330 -0.8197
H -2.1860 -0.0536 -0.3837
H -0.4735 0.6660 -4.0444
H -2.3373 2.3373 -4.7061
*
```

The winner here is (A), beating the second structure by 2.981 eV.

(A)
Density functional theory data (wB97M-V/def2-TZVPD) for the molecule CHClNOP.

Properties
E_LUMO (alpha / beta) in eV: -1.04 / -1.04
HOMO (alpha / beta) in eV: -9.36 / -9.36

The geometry in ORCA input format:
```
! RIJCOSX wB97M-V def2-TZVPD def2/J DEFGRID3
* xyz 0 1
C -1.2166 0.2152 -1.1184
N 0.0038 -0.8277 0.6433
O -1.6311 -0.7566 -1.5752
P 0.5769 0.3339 -0.2621
Cl 1.7386 1.7891 0.8209
H 0.5284 -0.7539 1.4915
*
```

(B)
Density functional theory data (wB97M-V/def2-TZVPD) for the molecule CHClNOP.

Properties
SMILES: O=C=NPCl
E_LUMO in eV: -0.18
HOMO in eV: -10.04

The geometry in ORCA input format:
```
! RIJCOSX wB97M-V def2-TZVPD def2/J DEFGRID3
* xyz 0 1
C -1.4314 0.5146 -0.0932
N -0.2569 0.6833 -0.1282
O -2.5815 0.4411 -0.1380
P 1.2348 -0.3092 0.7004
Cl 1.0566 -1.9997 -0.3436
H 1.9784 0.6697 0.0026
*
```

The winner here is (B), beating the second structure by 1.766 eV.

(A)
Density functional theory data (wB97M-V/def2-TZVPD) for a structure of composition C22H13BrF9N5O2Pd.

Properties
E_LUMO (alpha / beta) in eV: -1.25 / -1.25
HOMO (alpha / beta) in eV: -7.62 / -7.62

The geometry in ORCA input format:
```
! RIJCOSX wB97M-V def2-TZVPD def2/J DEFGRID3
* xyz 0 1
Pd -0.3872 2.2127 0.4705
Br 3.0470 -5.4138 -5.0668
C 1.9161 -5.3772 -3.5490
C 2.1468 -6.2558 -2.5055
C 1.3094 -6.2298 -1.4000
C 0.2823 -5.3018 -1.3243
C 0.0424 -4.4416 -2.3910
C 0.8592 -4.4813 -3.5093
N -0.6133 -5.3870 -0.2039
N -0.9148 -4.3954 0.4745
C -0.2615 -3.1365 0.3435
C 1.0992 -2.9582 0.1970
C 1.6949 -1.6977 0.2014
C 0.9391 -0.5296 0.3454
O 1.4176 0.6594 0.3813
C -0.4826 -0.7200 0.5072
N -1.2456 0.4072 0.6385
C -2.5441 0.3208 0.8348
C -3.1969 -0.9150 0.9124
C -2.4719 -2.0643 0.7660
C -1.0775 -1.9983 0.5475
H 2.9605 -6.9657 -2.5622
H 1.4533 -6.9254 -0.5828
H -0.7838 -3.7437 -2.3494
H 0.6783 -3.8182 -4.3440
H 1.7364 -3.8271 0.0948
H 2.7678 -1.6015 0.0970
H -3.0855 1.2540 0.9324
H -4.2633 -0.9383 1.0857
H -2.9455 -3.0352 0.8219
N 0.9482 1.5703 2.9629
C 1.0057 1.4764 4.2985
C -0.0731 2.1718 4.8040
C -0.7479 2.6598 3.6765
N -0.1098 2.2882 2.5765
H 1.5097 1.1471 2.2182
H 1.7985 0.9349 4.7859
H -0.3313 2.3131 5.8386
H -1.6337 3.2689 3.6104
F -1.9172 4.9890 0.6970
C -1.5646 4.8970 -0.5891
F -2.0374 5.9662 -1.2226
F -2.2131 3.8122 -1.0836
C -0.0080 4.7096 -0.7128
O 0.4859 3.9694 0.3166
C 0.3132 4.0313 -2.0776
F 1.6082 4.1007 -2.3624
F -0.3706 4.5521 -3.1008
F -0.0086 2.7144 -2.0094
C 0.6653 6.1097 -0.6471
F 0.1672 6.8028 0.3857
F 1.9767 5.9963 -0.4669
F 0.4600 6.8232 -1.7619
*
```

(B)
Density functional theory data (wB97M-V/def2-TZVPD) for a structure of composition C22H13BrF9N5O2Pd.

Properties
E_LUMO in eV: -0.50
HOMO in eV: -7.84

The geometry in ORCA input format:
```
! RIJCOSX wB97M-V def2-TZVPD def2/J DEFGRID3
* xyz 0 1
Pd 1.4131 -0.1526 -1.2222
Br -2.1817 0.2123 5.4372
C -2.9915 1.0261 3.9341
C -2.3873 2.1285 3.3483
C -2.9636 2.7080 2.2306
C -4.1413 2.1830 1.7077
C -4.7718 1.1239 2.3442
C -4.1863 0.5236 3.4479
N -4.8373 2.7719 0.5929
N -4.2777 3.0374 -0.4798
C -2.9127 2.6609 -0.7325
C -2.0216 3.6554 -1.0429
C -0.6641 3.3924 -1.2754
C -0.1792 2.0996 -1.2160
O 1.0751 1.7838 -1.4476
C -1.1146 1.0598 -0.9537
N -0.6076 -0.2117 -0.9623
C -1.4156 -1.2401 -0.9044
C -2.8072 -1.0773 -0.7879
C -3.3339 0.1789 -0.6988
C -2.4843 1.3089 -0.7642
H -1.4695 2.5260 3.7585
H -2.4957 3.5638 1.7647
H -5.7198 0.7653 1.9632
H -4.6592 -0.3192 3.9323
H -2.3808 4.6766 -1.0829
H 0.0193 4.1963 -1.5128
H -0.9609 -2.2189 -0.9524
H -3.4386 -1.9536 -0.7618
H -4.4030 0.3167 -0.6132
N 3.8903 -0.8629 -2.6566
C 4.9978 -0.3954 -3.2459
C 5.1045 0.9390 -2.9114
C 3.9911 1.2001 -2.1055
N 3.2773 0.0922 -1.9572
H 3.4641 -1.7809 -2.6752
H 5.6263 -1.0379 -3.8375
H 5.8787 1.6250 -3.2033
H 3.6589 2.1064 -1.6282
F 3.1260 -4.9891 0.6315
C 2.8016 -4.1505 -0.3565
F 1.9245 -4.7656 -1.1452
F 3.9117 -3.9465 -1.0933
C 2.2406 -2.7823 0.1455
O 1.8342 -2.1351 -0.9751
C 3.3597 -2.0321 0.9475
F 3.8887 -2.7754 1.9238
F 4.3658 -1.6593 0.1494
F 2.8635 -0.9227 1.5085
C 1.0607 -3.0553 1.1361
F 0.1261 -3.8216 0.5526
F 1.4380 -3.6688 2.2592
F 0.4692 -1.9076 1.4857
*
```

The winner here is (B), beating the second structure by 1.609 eV.

(A)
Density functional theory data (wB97M-V/def2-TZVPD) for the ion C4H9NO2 with charge +1.

Properties
<S²>: 0.76
E_LUMO (alpha / beta) in eV: -3.80 / -9.08
HOMO (alpha / beta) in eV: -15.57 / -15.50

The geometry in ORCA input format:
```
! RIJCOSX wB97M-V def2-TZVPD def2/J DEFGRID3
* xyz 1 2
C -0.6966 1.2061 1.5184
C -0.5030 0.6369 0.1383
C 1.0024 -0.1417 0.1341
C 1.3293 -0.8050 -1.1991
O 0.2271 -1.6552 -1.4870
O 2.3740 -0.9717 -1.7117
N -1.5840 -0.0626 -0.4643
H -1.0033 2.3002 1.6211
H 0.2677 1.1423 2.0710
H -1.5542 0.7304 1.9800
H -0.1820 1.5144 -0.4393
H 1.6859 0.6982 0.0698
H 1.1579 -0.7293 1.0526
H 0.4670 -2.5684 -1.6972
H -1.7563 -1.0342 -0.1730
H -1.2321 -0.2606 -1.4136
*
```

(B)
Density functional theory data (wB97M-V/def2-TZVPD) for the ion C4H9NO2 with charge +1.

Properties
<S²>: 0.77
E_LUMO (alpha / beta) in eV: -4.26 / -9.31
HOMO (alpha / beta) in eV: -15.39 / -15.32

The geometry in ORCA input format:
```
! RIJCOSX wB97M-V def2-TZVPD def2/J DEFGRID3
* xyz 1 2
C 1.5108 0.1911 0.5960
N 0.1571 -0.1405 0.4582
C -0.5867 -0.3464 1.7305
C -0.3356 -0.8453 -0.6501
C -1.3473 -0.1743 -1.6973
O -1.1478 1.2374 -1.8276
O 2.2018 0.1638 1.5956
H 1.9270 0.3541 -0.4129
H -1.5178 -1.1089 1.5992
H 0.1926 -0.7204 2.2738
H -1.1458 0.5106 2.1394
H -0.7833 -1.7538 -0.2117
H 0.4184 -1.0258 -1.3907
H -1.1671 -0.5935 -2.7109
H -2.4257 -0.2979 -1.3077
H -0.4769 1.4586 -1.2049
*
```

The winner here is (A), beating the second structure by 0.887 eV.

(A)
Density functional theory data (wB97M-V/def2-TZVPD) for the molecule C2H8N2.

Properties
SMILES: NCCN
E_LUMO in eV: 1.13
HOMO in eV: -9.40

The geometry in ORCA input format:
```
! RIJCOSX wB97M-V def2-TZVPD def2/J DEFGRID3
* xyz 0 1
N 0.8985 -0.7590 -1.3937
C 0.8209 0.2331 -0.3189
C -0.7197 0.4700 0.1294
N -0.7888 0.1802 1.5556
H 0.2974 -0.4338 -2.2040
H 0.2794 -1.5011 -1.0311
H 1.3334 1.1524 -0.4476
H 1.2199 -0.2135 0.6840
H -0.9654 1.5916 -0.1195
H -1.2837 -0.2057 -0.5494
H -1.7204 0.2421 1.8645
H -0.5356 -0.7993 1.8073
*
```

(B)
Density functional theory data (wB97M-V/def2-TZVPD) for a cluster of 2 separate species, C2H8N2 in total.

Properties
SMILES: C=NC.N
E_LUMO in eV: 1.17
HOMO in eV: -9.45

The geometry in ORCA input format:
```
! RIJCOSX wB97M-V def2-TZVPD def2/J DEFGRID3
* xyz 0 1
N -1.6173 2.1217 -5.9967
H -1.0242 1.7620 -5.3499
H -2.0590 2.9836 -5.8080
H -1.6263 1.7297 -6.8949
C 0.5161 0.3014 2.2653
C 0.5224 -2.1262 2.6829
N 1.1914 -0.9762 2.6486
H 0.4201 0.4234 1.1493
H 1.0958 1.0990 2.6581
H -0.5719 0.4182 2.6075
H 1.0321 -3.1117 3.0194
H -0.5159 -2.3733 2.3656
*
```

(C)
Density functional theory data (wB97M-V/def2-TZVPD) for a cluster of 2 separate species, C2H8N2 in total.

Properties
SMILES: C=CN.N
E_LUMO in eV: 0.94
HOMO in eV: -8.54

The geometry in ORCA input format:
```
! RIJCOSX wB97M-V def2-TZVPD def2/J DEFGRID3
* xyz 0 1
N 0.4323 -1.2546 1.9519
H 0.8463 -1.2306 2.8564
H 1.0074 -0.7454 1.2348
H 0.2296 -2.2026 1.7042
C 0.0971 0.9864 -2.0903
C -0.2407 0.2312 -0.9840
N -0.7928 0.8682 0.2329
H -0.2116 2.0045 -2.1023
H 0.0047 0.4684 -3.1040
H -0.6331 -0.7844 -1.1402
H -0.1022 1.5538 0.5374
H -0.6371 0.1051 0.9031
*
```

The winner here is (A), beating the second structure by 0.511 eV.